The following is a DFT calculation (the ωB97M-V functional and the def2-TZVPD basis) of a structure of composition C40H70BeF9O20.

Positions of all 140 atoms, in Å:
Be 1.88046 -2.97247 -3.88639
C 1.94873 0.23075 -1.66251
O 0.81552 0.20712 -0.79338
O 1.65628 -0.52684 -2.79787
C 2.52791 1.62317 -1.68916
F 3.80675 1.54441 -1.63191
F 2.21764 2.41732 -2.70518
F 2.21830 2.37682 -0.68656
C 0.66780 -0.96388 0.06632
C -0.58680 -0.69855 0.84813
H -1.45010 -0.96083 0.23655
H -0.59120 -1.38098 1.69805
H -0.69441 0.29542 1.28234
H 1.39788 -1.03719 0.87236
H 0.54220 -1.96672 -0.34189
H 2.69820 -0.33119 -1.10519
C -6.19848 4.96402 -0.33650
O -5.02429 4.38806 -0.00189
C -4.92518 2.98779 0.47461
C -5.08771 1.97685 -0.65796
O -5.17999 0.69706 -0.08172
C -4.02794 -0.05060 0.38064
H -6.28024 5.94779 0.12570
H -7.05423 4.30923 -0.17201
H -6.21112 5.24513 -1.38955
H -5.68528 2.88070 1.24849
H -4.03618 2.94253 1.10369
H -4.29472 1.90301 -1.40214
H -6.02598 2.22459 -1.15432
H -3.61859 0.37865 1.29511
H -3.27119 -0.00754 -0.40266
H -4.33401 -1.08659 0.52612
C 0.60416 0.87864 4.96001
O -0.36854 0.18828 5.75520
C -1.46084 -0.35510 4.89041
C -2.50978 -1.31581 5.54036
O -3.33836 -0.76218 6.58987
C -4.16691 -1.73300 7.23078
H 0.16547 1.61006 4.28128
H 1.26434 0.29744 4.31623
H 1.27438 1.49826 5.55581
H -1.07055 -0.77994 3.96558
H -1.97538 0.56071 4.59950
H -2.01580 -2.21038 5.91963
H -3.14514 -1.79960 4.79849
H -4.74268 -2.43212 6.62432
H -4.74710 -1.30314 8.04729
H -3.43038 -2.33609 7.76173
C -5.98819 -6.52499 2.05224
O -5.02438 -5.57811 1.57052
C -4.32034 -4.78292 2.58628
C -3.02383 -4.13032 1.96449
O -1.76210 -4.95070 2.08219
C -0.61966 -4.41486 1.42186
H -6.61800 -5.99086 2.76368
H -5.52499 -7.37256 2.55736
H -6.65751 -6.69611 1.20912
H -4.06636 -5.45219 3.40828
H -5.01990 -4.05089 2.98983
H -2.80260 -3.21012 2.50524
H -3.13612 -4.02160 0.88575
H 0.28743 -4.82351 1.86716
H -0.62579 -3.32502 1.40441
H -0.62508 -4.84073 0.41850
O 2.39803 -3.56103 -1.38146
C 3.13765 -4.03391 -0.48869
O 2.82036 -3.90906 0.81000
C 3.87194 -4.36667 1.59662
C 4.55395 -5.32466 0.69088
C 4.40622 -4.71132 -0.65522
H 3.41690 -4.95977 2.38988
H 4.40864 -3.49242 1.96507
H 4.09860 -6.31427 0.72883
H 5.58231 -5.43790 1.03402
H 4.31059 -5.40602 -1.48968
H 5.27816 -4.10219 -0.89354
O 3.19647 -1.61671 -5.53104
C 3.11932 -0.58754 -6.20067
O 4.04993 -0.04981 -7.01628
C 3.70840 1.18127 -7.66796
C 2.27177 1.51174 -7.14280
C 1.91087 0.28551 -6.25250
H 3.70937 0.96563 -8.73641
H 4.43682 1.96883 -7.47497
H 1.61829 1.79062 -7.96940
H 2.46614 2.33958 -6.46089
H 1.15173 -0.34420 -6.71648
H 1.62568 0.50006 -5.22259
O -0.44881 -3.15400 -2.64346
C -1.37984 -2.38919 -2.56366
O -2.68076 -2.86082 -2.28273
C -3.76076 -1.88293 -2.55611
C -3.06068 -0.70551 -3.23082
C -1.54392 -0.86580 -2.83357
H -4.32499 -1.60406 -1.66618
H -4.46278 -2.33324 -3.25787
H -3.51628 0.25616 -2.99477
H -3.06467 -0.90560 -4.30229
H -1.25611 -0.26284 -1.97235
H -0.84616 -0.50243 -3.58802
O 4.26030 -2.66311 -2.96952
C 5.28315 -1.99816 -2.84908
O 5.80956 -1.84030 -1.63180
C 6.79303 -0.79143 -1.79136
C 7.35196 -0.96803 -3.17404
C 6.04721 -1.32969 -3.92721
H 7.60595 -0.96489 -1.08627
H 6.47816 0.24040 -1.63551
H 8.16420 -1.67984 -3.32128
H 7.69837 0.03252 -3.43285
H 6.12194 -2.06555 -4.72786
H 5.49238 -0.44689 -4.24489
C -0.92856 3.62682 -0.58811
C -1.09788 3.25209 0.86371
O -1.81094 4.30898 1.51740
C -2.05930 4.11173 2.82815
O -2.05571 3.07271 3.48465
C -2.38730 5.51479 3.55046
F -1.93222 6.50614 2.78726
F -3.70974 5.58672 3.67247
F -1.86957 5.54376 4.77885
H -0.43104 2.81649 -1.12099
H -0.16462 4.35146 -0.86987
H -1.85297 3.90500 -1.09425
H -0.23756 2.91521 1.44203
H -1.72414 2.36176 0.80711
C 3.10577 5.78939 -0.89929
C 3.98184 4.98945 0.08928
O 3.27188 4.53430 1.19438
C 2.96434 5.43003 2.17184
O 3.32718 6.59574 2.25104
C 1.94387 4.91286 3.17490
F 0.89345 5.72757 3.07898
F 1.54252 3.69984 2.91699
F 2.50920 4.91118 4.35874
H 3.71014 6.19089 -1.71270
H 2.52622 6.50659 -0.31803
H 2.40158 5.07274 -1.32196
H 4.82542 5.58128 0.44454
H 4.34004 4.14640 -0.50155

Atoms 1-2, force components in eV/Å:
Be 0.5 1.5 1.3
C -1.3 -5.0 -0.7

- Kohn-Sham gap (spin up / spin down): 7.517 / 6.784 eV
- Lowest unoccupied orbital energy (spin up / spin down): 0.011 / -0.033 Eh
- 2S+1: 2
- Energy: -108413.876 eV
- E_HOMO (spin up / spin down): -7.2 / -7.7 eV
- Total charge: 0

The following is a DFT calculation (the ωB97M-V functional and the def2-TZVPD basis) of a structure of composition C76H117AsF6N11O3.

Positions of all 214 atoms, in Å:
C 4.18446 4.30292 -3.28754
N 3.59427 4.22149 -4.65684
C 2.48881 4.91264 -4.96562
C 2.07095 5.07410 -6.27939
C 2.83478 4.60013 -7.36017
C 4.03643 3.97736 -7.01110
C 4.27448 3.66710 -5.69338
C 2.24329 4.65382 -8.75023
C 2.90556 5.40084 -9.73804
C 2.41519 5.43492 -11.00694
N 1.32117 4.72865 -11.36927
C 0.57900 4.10907 -10.43206
C 1.03489 4.07671 -9.10997
C 0.90092 4.85240 -12.83719
H 4.77316 3.42235 -3.04515
H 3.48117 4.51164 -2.48839
H 4.84351 5.16285 -3.41116
H 2.04880 5.36758 -4.08828
H 1.23410 5.74083 -6.44177
H 4.76416 3.53561 -7.68002
H 5.15735 3.10554 -5.41735
H 3.78799 5.94760 -9.43318
H 2.96879 5.95529 -11.77767
H -0.31668 3.69212 -10.87180
H 0.46903 3.65142 -8.29247
H 0.23323 5.71233 -12.85343
H 0.38093 3.93297 -13.08510
H 1.82053 5.07335 -13.36677
C -0.59864 0.13260 13.52582
N -0.32292 0.56302 12.10561
C 0.67941 1.42015 11.83981
C 0.95482 1.83723 10.55891
C 0.31614 1.21280 9.48928
C -0.76361 0.38874 9.75988
C -1.07721 0.08504 11.11206
C 0.76062 1.43708 8.06320
C 2.08546 1.16756 7.69354
C 2.43452 1.30891 6.34672
N 1.46835 1.54187 5.43517
C 0.18613 1.77048 5.78128
C -0.19639 1.71550 7.10221
C 1.76740 1.44059 3.98644
H 0.05079 0.59447 14.26246
H -0.40915 -0.93985 13.52775
H -1.65750 0.33563 13.66343
H 1.24841 1.70426 12.71455
H 1.76547 2.51658 10.33335
H -1.39537 -0.08144 9.02010
H -1.96874 -0.46904 11.37043
H 2.69154 0.85432 8.53286
H 3.44205 1.29818 5.95820
H -0.52533 2.02226 5.00832
H -1.19657 1.94891 7.43858
H 0.91120 1.83523 3.45219
H 1.93501 0.39868 3.71616
H 2.70184 1.95556 3.76819
C -0.71193 3.91015 0.44665
N -2.12198 4.09464 0.83505
C -2.98792 3.17161 0.34447
C -4.33517 3.20622 0.68682
C -4.78480 4.13621 1.64686
C -3.85372 5.05666 2.05475
C -2.52302 5.04073 1.70509
C -6.12473 4.04995 2.29687
C -6.69695 2.83243 2.68066
C -7.93309 2.87463 3.32515
N -8.61058 4.01561 3.45064
C -8.09167 5.20947 3.12078
C -6.83019 5.23220 2.51964
C -9.96734 4.05158 4.06965
H -0.72321 3.66782 -0.61013
H -0.26358 3.10405 1.01896
H -0.22960 4.87591 0.58677
H -2.55651 2.44299 -0.32237
H -4.93569 2.42431 0.24607
H -4.03805 5.80366 2.81982
H -1.80105 5.78850 1.99789
H -6.20387 1.90744 2.41146
H -8.42761 1.92582 3.47337
H -8.77247 6.04255 3.22431
H -6.54192 6.17600 2.07548
H -10.68761 4.50245 3.38518
H -9.94306 4.51850 5.04869
H -10.37946 3.04228 4.07330
C -10.16777 -3.62311 -0.24434
N -8.82533 -3.04715 -0.68840
C -8.38064 -1.88896 -0.19090
C -7.06331 -1.48554 -0.48256
C -6.30077 -2.23472 -1.36233
C -6.82538 -3.43814 -1.91328
C -8.00741 -3.87297 -1.38914
C -4.97759 -1.71907 -1.85367
C -4.88159 -1.53235 -3.22618
C -3.73189 -0.87193 -3.68837
N -2.72896 -0.52112 -2.88868
C -2.84132 -0.62769 -1.52179
C -3.93449 -1.28668 -0.98850
C -1.41331 -0.22396 -3.53458
H -10.83011 -2.87667 0.18861
H -9.93580 -4.38680 0.49213
H -10.60330 -3.92756 -1.19297
H -9.16055 -1.35103 0.32873
H -6.64504 -0.59111 -0.04356
H -6.23955 -3.98736 -2.63516
H -8.41355 -4.83576 -1.67323
H -5.68235 -1.71624 -3.92781
H -3.56323 -0.65931 -4.73475
H -2.05736 -0.29786 -0.85261
H -4.00141 -1.43739 0.08097
H -0.97677 -1.22127 -3.57657
H -0.89845 0.49447 -2.90846
H -1.63250 0.06256 -4.55976
C 6.09501 -2.23680 1.60477
C 6.19462 -1.02383 2.54806
C 6.66070 0.23108 1.79572
C 6.38348 1.53423 2.53105
N 6.22303 2.70493 1.58860
C 5.09242 2.51417 0.59786
C 4.42057 3.87194 0.34502
C 4.99898 4.77533 1.43735
C 5.94370 3.97739 2.38714
C 7.46531 2.97963 0.79983
H 7.08311 -2.54759 1.25760
H 5.41170 -2.10915 0.76492
H 5.77909 -3.11842 2.16631
H 6.93761 -1.22608 3.31767
H 5.17835 -0.94427 2.94399
H 6.28822 0.15635 0.77005
H 7.73149 0.06188 1.65770
H 7.26704 1.80688 3.10666
H 5.42602 1.49640 3.04695
H 5.46917 2.05317 -0.31774
H 4.33172 1.76514 0.82644
H 4.60539 4.44103 -0.56300
H 3.35827 3.67414 0.47626
H 5.59693 5.59910 1.05244
H 4.19715 5.26762 1.98882
H 6.82402 4.60799 2.47355
H 5.61430 3.70047 3.38483
H 7.84150 2.05853 0.35163
H 8.25460 3.22556 1.50811
H 7.23599 3.67050 -0.00513
C -2.85674 -10.13571 0.84728
C -2.85000 -8.81718 1.63338
C -1.83713 -7.79305 1.09027
C -1.71518 -6.47205 1.83681
N -1.07605 -5.29525 1.07292
C 0.41803 -5.47396 0.90716
C 1.06728 -5.01402 2.20549
C 0.14174 -3.85579 2.61195
C -1.19173 -3.99758 1.87327
C -1.67403 -5.08753 -0.27707
H -1.85099 -10.55150 0.74453
H -3.22761 -9.96179 -0.16340
H -3.39918 -10.94713 1.32726
H -2.61377 -9.04401 2.67508
H -3.87116 -8.43095 1.61997
H -2.16075 -7.56232 0.06836
H -0.86826 -8.27040 0.92753
H -1.18152 -6.50279 2.78874
H -2.69925 -6.13298 2.17024
H 0.73774 -4.84748 0.07118
H 0.61917 -6.50900 0.63289
H 2.12790 -4.78889 2.16949
H 0.90962 -5.87429 2.85845
H 0.61507 -2.89487 2.41180
H 0.02234 -3.90478 3.69424
H -1.35314 -3.05852 1.34914
H -2.01907 -4.21994 2.54435
H -2.76242 -5.00953 -0.26730
H -1.34878 -5.86588 -0.96023
H -1.41410 -4.08182 -0.61041
C 1.07035 -0.34441 -6.01441
C 0.88353 -1.82480 -6.39562
C 2.01460 -2.74715 -5.92440
C 1.97806 -2.90114 -4.36544
N 3.19048 -3.58935 -3.76401
C 3.07400 -3.36057 -2.26749
C 4.45120 -3.69793 -1.73316
C 5.41591 -3.20942 -2.83129
C 4.49168 -2.75976 -3.99708
C 3.29633 -5.03816 -4.19918
H 1.01039 -0.08981 -4.95593
H 0.21084 0.10916 -6.51429
H 1.98241 0.01738 -6.48750
H 0.88736 -1.90414 -7.48595
H -0.11894 -2.21132 -6.18883
H 2.95136 -2.26581 -6.20980
H 2.01686 -3.79169 -6.23308
H 1.12241 -3.51972 -4.09340
H 1.86336 -1.90837 -3.93273
H 2.37715 -3.98665 -1.71035
H 2.87711 -2.30378 -2.10921
H 4.63885 -4.74194 -1.47335
H 4.53228 -3.29181 -0.72204
H 6.03717 -4.01772 -3.21436
H 6.10950 -2.42861 -2.52675
H 4.85828 -3.05404 -4.97824
H 4.34390 -1.68148 -4.00068
H 2.34714 -5.56574 -4.15510
H 3.90213 -5.48318 -3.40903
H 3.84699 -5.14808 -5.12875
As 1.21151 0.38796 -0.45577
F 2.58070 -0.59762 0.02713
F 0.74143 -0.71607 -1.74033
F -0.17874 1.44914 -0.84929
F 1.67975 1.54614 0.77173
F 2.21251 1.33943 -1.55857
F 0.22812 -0.54459 0.64939
O -2.21907 0.58010 1.86253
C -2.90736 0.48549 3.01564
O -2.22596 0.22071 4.05836
O -4.11448 0.81318 3.05411
H -1.29012 0.39120 2.04880

Atoms 1-2, force components in eV/Å:
C 0.6 0.4 -0.8
N -0.5 -0.7 -0.9

- Kohn-Sham gap: 5.664 eV
- Lowest unoccupied orbital energy: -0.603 Eh
- Energy: -180285.578 eV
- E_HOMO: -22.1 eV
- Total charge: +9

The following is a DFT calculation (the ωB97M-V functional and the def2-TZVPD basis) of the ion C2H7BNO2 with charge +1.

Positions of all 13 atoms, in Å:
B 0.52159 1.27550 -1.52769
C -0.16724 0.17737 -0.81024
C 0.22695 -0.30635 0.79403
N -0.49549 -1.50411 1.34338
O 0.39680 2.39748 -0.85461
O 1.13924 1.16991 -2.67686
H -1.11705 -0.07602 -1.09812
H 0.91340 0.32880 1.39627
H -1.43561 -1.68973 0.85312
H -0.48314 -1.52368 2.34719
H 0.01212 -2.38259 1.08508
H 0.75191 3.11489 -1.31434
H 1.46977 1.92439 -3.23835

Atoms 1-2, force components in eV/Å:
B 0.7 0.6 0.0
C 1.6 -3.3 4.4

- Kohn-Sham gap (spin up / spin down): 8.296 / 9.451 eV
- Lowest unoccupied orbital energy (spin up / spin down): -0.144 / -0.218 Eh
- 2S+1: 3
- Energy: -8439.575 eV
- E_HOMO (spin up / spin down): -12.2 / -15.4 eV
- Total charge: +1

The following is a DFT calculation (the ωB97M-V functional and the def2-TZVPD basis) of a structure of composition C7H9NO.

Positions of all 18 atoms, in Å:
C -0.27313 1.82127 0.39935
C -1.97903 -0.12134 -0.31219
C -1.29560 0.31335 -1.53561
C 1.65280 -1.19030 -0.22753
C 1.04509 -1.18387 1.16319
C -0.58070 0.53149 -0.24362
C 0.70368 -0.14675 0.22516
N 1.14626 1.59987 0.59348
O -0.73845 2.90092 0.65687
H -2.74991 0.25309 0.18315
H -1.88111 -1.23323 -0.10167
H -1.02460 -0.61833 -2.08977
H -1.74942 0.99850 -2.35294
H 2.64218 -0.94152 -0.32754
H 1.37223 -1.78480 -0.98636
H 0.28602 -1.95352 1.52990
H 1.69331 -0.98646 1.92916
H 1.73039 1.74162 1.49699

Atoms 1-2, force components in eV/Å:
C 3.4 2.4 1.0
C 4.0 -3.5 -0.2

- Kohn-Sham gap: 10.342 eV
- Lowest unoccupied orbital energy: 0.032 Eh
- Energy: -10937.885 eV
- E_HOMO: -9.5 eV
- Total charge: 0